1.
C14H28AlBr7CaCl2FNO7S | ωB97M-V with the def2-TZVPD basis set

Its orbital gap is 0.96 eV. The value obtained for the LUMO energy is -4.64 eV. The molar mass comes out at 1070.74 g/mol. The multiplicity is 1.

The geometry in XYZ format:
```
63
C14H28AlBr7CaCl2FNO7S | the OMol25 dataset | ωB97M-V with the def2-TZVPD basis set
Br 3.40 -3.99 1.12
Br 3.27 4.72 -4.70
Br -1.43 -2.27 7.35
Br 2.22 1.86 -2.41
Br 5.59 -2.21 1.15
Br -0.05 1.02 6.55
Br 3.67 1.57 -6.60
Ca 4.72 3.03 -8.32
Cl 1.90 0.76 4.62
Cl -5.11 0.05 3.97
S 2.14 -1.87 0.27
Al 0.46 2.70 0.83
F -3.50 -3.35 2.11
O 1.92 -1.25 -1.28
O -0.65 0.61 0.31
O -3.60 -0.83 -4.83
O 3.62 -1.82 0.74
O 1.39 -0.57 1.03
O -3.61 0.78 -3.37
O 1.47 -3.24 0.27
N -4.03 -0.27 -3.84
C 0.68 -0.38 7.70
C -2.68 -1.85 4.07
C 0.87 0.41 -2.58
C -0.52 0.98 -3.12
C 0.73 -0.45 -1.27
C 5.01 2.91 -6.07
C 0.42 -1.74 7.12
C -2.59 -0.39 3.44
C -5.16 -0.91 -3.13
C 0.73 0.32 0.13
C 4.73 3.44 -4.69
C -1.02 0.86 1.72
C -1.00 0.05 -4.33
C -1.49 -0.51 2.33
H -0.58 -1.01 2.79
H -1.85 0.53 -4.85
H -0.12 1.32 2.25
H -1.84 -1.15 1.47
H -4.84 -1.12 -2.11
H 4.47 2.66 -3.98
H 5.97 2.38 -6.10
H -3.68 -0.14 2.99
H -1.84 1.64 1.69
H 1.01 -2.50 7.62
H -3.70 -2.13 4.41
H -2.37 -2.56 3.20
H 1.75 -0.18 7.76
H -5.43 -1.82 -3.65
H 5.01 3.69 -6.84
H 1.25 -0.28 -3.37
H -1.87 -1.94 4.84
H 1.32 1.31 0.20
H -0.14 0.01 -5.06
H -1.21 -0.98 -3.93
H 0.63 -1.78 6.05
H -2.38 0.34 4.26
H 0.23 -0.24 8.69
H 5.59 3.99 -4.31
H -0.25 -1.02 -1.33
H -0.35 2.00 -3.57
H -1.30 1.05 -2.32
H -5.99 -0.21 -3.14
```

And the Löwdin charges, in e, turn out to be: Br 0.5866; Br 0.5831; Br 0.6763; Br 0.7453; Br 0.4165; Br 0.5481; Br 0.4599; Ca 0.6927; Cl -0.4036; Cl 0.1806; S 0.8103; Al 1.0446; F -0.5286; O -0.1777; O -0.1801; O 0.0515; O -1.0396; O -0.1479; O 0.0419; O -0.4736; N -0.4210; C -0.6642; C -0.1556; C -0.5640; C -0.2452; C -0.2604; C -0.8299; C -0.6775; C -0.3235; C 0.0585; C -0.4253; C -0.6782; C -0.2253; C -0.1033; C -0.1336; H 0.1303; H 0.0570; H 0.0248; H 0.1416; H 0.1080; H -0.0033; H 0.0651; H -0.0599; H 0.1390; H 0.0611; H 0.0517; H 0.0701; H 0.0616; H 0.0989; H -0.1754; H 0.1094; H 0.0019; H -0.0423; H 0.0864; H 0.0878; H 0.0367; H 0.0904; H 0.0511; H 0.0704; H 0.1941; H 0.1015; H 0.1001; H 0.1043

2.
C14H28AlF3NO6 | ωB97M-V with the def2-TZVPD basis set

Its orbital gap is 7.55 eV. The value obtained for the LUMO energy is 2.46 eV. The molar mass comes out at 390.35 g/mol. As for the net charge: -1. The multiplicity is 1.

The geometry in XYZ format:
```
53
C14H28AlF3NO6 | the OMol25 dataset | ωB97M-V with the def2-TZVPD basis set
Al 0.11 -3.00 -1.23
F 3.36 -0.70 -3.12
F 1.88 -0.04 -1.29
F 4.25 -0.03 -0.99
O -0.20 1.34 7.28
O -0.38 1.89 5.05
O -1.39 -2.16 1.17
O -1.41 0.06 5.97
O -0.19 3.75 -1.17
O -1.30 -2.29 3.23
N -1.17 -3.01 2.22
C 3.12 -0.79 -1.64
C -0.64 1.17 6.00
C 0.64 2.49 7.46
C -0.08 -1.89 0.48
C 3.15 -2.34 -1.08
C -1.37 -0.66 -2.67
C -1.48 -0.05 -4.19
C 2.07 -3.33 -1.81
C -1.39 1.58 -4.30
C -0.26 2.28 -3.34
C 0.60 2.75 -0.41
C -1.10 3.04 -2.13
C -1.95 -0.25 4.69
C -0.91 -2.25 -2.85
H -2.55 -1.16 4.78
H 0.64 3.06 0.73
H 1.69 2.76 -0.87
H 3.01 -2.43 0.10
H 0.13 1.67 -0.50
H -1.82 2.29 -1.59
H -1.15 -0.44 3.97
H 0.09 3.40 7.22
H -0.73 -0.53 -4.96
H 1.55 2.40 6.85
H 2.15 -3.27 -3.00
H -2.60 0.56 4.34
H 0.93 2.53 8.51
H 0.26 3.15 -3.97
H 2.34 -4.43 -1.49
H 0.58 1.57 -2.95
H 4.24 -2.76 -1.31
H -1.06 1.82 -5.43
H -2.47 2.06 -4.20
H -0.03 -0.74 0.27
H -0.59 -0.13 -1.98
H -1.87 -2.90 -3.03
H -0.15 -2.30 -3.77
H -0.51 -4.46 -0.96
H 0.76 -2.16 1.26
H -1.78 3.89 -2.59
H -2.43 -0.65 -2.16
H -2.57 -0.35 -4.59
```

And the Löwdin charges, in e, turn out to be: Al 0.2691; F -0.0177; F -0.0209; F -0.0433; O -0.0170; O 0.1079; O -0.2450; O -0.0066; O -0.2737; O -0.0536; N 0.0019; C -0.2141; C -0.5602; C -0.0607; C -0.2313; C -0.1748; C -0.2657; C -0.2336; C -0.2827; C -0.2332; C -0.1796; C -0.1229; C -0.2176; C -0.0634; C -0.2863; H 0.0870; H 0.1026; H 0.1030; H 0.1245; H 0.0799; H 0.1252; H 0.0783; H 0.0958; H 0.1030; H 0.0973; H 0.0642; H 0.1021; H 0.0892; H 0.1170; H 0.0551; H 0.0999; H 0.1211; H 0.1029; H 0.1107; H 0.0623; H 0.0574; H 0.0500; H 0.0526; H -0.0757; H 0.0686; H 0.1272; H 0.1110; H 0.1127

3.
C14H28BBrN2O9 | ωB97M-V with the def2-TZVPD basis set

As for the structure (SMILES): CCOCCOCCOC[C@@]1(CCO)[C@H](CN)O[C@H](B(O)O)[C@]1(Br)ON=O. Its orbital gap is 9.24 eV. The value obtained for the LUMO energy is 0.05 eV. The molar mass comes out at 459.10 g/mol. As for the energy above the lowest of the compared OMol25 structures with the same formula, charge and spin: 8.8 kcal/mol. The multiplicity is 1.

The geometry in XYZ format:
```
55
C14H28BBrN2O9 | the OMol25 dataset | ωB97M-V with the def2-TZVPD basis set
Br -1.82 -0.43 -2.74
O 3.88 -0.66 0.90
O -0.45 1.41 0.60
O -2.86 1.54 -1.29
O -3.87 3.15 -0.34
O -5.54 0.31 -0.21
O -0.50 2.57 -2.99
O 0.09 -1.56 -0.16
O 3.00 -2.57 -0.99
O 0.35 3.65 -1.04
N -2.04 0.42 3.69
N -3.32 2.16 -0.10
C 4.26 -1.98 -1.09
C -0.51 1.24 -0.80
C -1.22 0.43 1.30
C -1.30 -1.69 0.07
C -3.48 -0.75 0.61
C 0.63 -2.41 -1.14
C 1.96 -1.86 -1.62
C -2.05 -0.34 0.21
C 4.78 -1.56 0.26
C -4.59 -0.71 -0.46
C 4.29 0.69 0.85
C -1.97 1.17 2.43
C -1.86 0.54 -1.03
C 3.18 1.57 1.41
B -0.21 2.55 -1.64
H 4.97 -2.69 -1.53
H -2.99 1.42 2.15
H -1.44 2.11 2.59
H -3.85 -0.18 1.46
H 2.96 2.39 0.72
H 4.26 -1.11 -1.75
H 0.25 0.53 -1.16
H -5.53 0.96 -0.92
H 5.75 -1.07 0.12
H 5.21 0.84 1.42
H -2.15 -0.57 3.51
H 0.84 -3.40 -0.72
H 4.93 -2.41 0.92
H 4.51 0.97 -0.19
H -1.21 0.56 4.24
H 0.18 2.13 -3.51
H -0.54 -0.24 1.83
H 2.05 -1.91 -2.71
H -1.77 -2.29 -0.71
H -3.42 -1.78 0.95
H -5.14 -1.66 -0.39
H 3.43 1.96 2.39
H -1.43 -2.18 1.03
H -0.06 -2.56 -1.97
H -4.20 -0.66 -1.47
H 1.29 3.72 -1.22
H 2.01 -0.81 -1.32
H 2.26 0.99 1.50
```

And the Löwdin charges, in e, turn out to be: Br 0.9573; O -0.1448; O -0.0399; O -0.1096; O 0.1272; O -0.0591; O 0.1412; O -0.1327; O -0.1167; O 0.1805; N 0.0085; N 0.0222; C -0.2049; C -0.2201; C -0.2200; C -0.1978; C -0.0839; C -0.1831; C -0.1820; C -0.3052; C -0.1898; C -0.2374; C -0.2797; C -0.2080; C -0.6311; C -0.0472; B -0.5924; H 0.1281; H 0.0804; H 0.1268; H 0.1106; H 0.0647; H 0.1235; H 0.1271; H 0.0737; H 0.1228; H 0.1158; H 0.0575; H 0.1371; H 0.1287; H 0.1122; H 0.0631; H 0.1060; H 0.1460; H 0.1304; H 0.1083; H 0.1132; H 0.1167; H 0.0718; H 0.1342; H 0.0846; H 0.0679; H 0.1062; H 0.1194; H 0.0715